C29H28Cl4CrN6O2P | ωB97M-V with the def2-TZVPD basis set

As for the HOMO-LUMO gap (alpha / beta): 5.703 / 5.680 eV. The largest force on an atom is 0.0692 Eh/bohr. Its expectation value of S² is 3.782. The value obtained for the calculated total energy is -4827.1128 Ha. The energy relative to the best compared isomer or geometry (same formula, charge and spin) is 0.3804 eV.

```
! RIJCOSX wB97M-V def2-TZVPD def2/J DEFGRID3
* xyz 2 4
Cr -0.027 -0.119 -1.233
C -2.399 2.388 -0.452
C -2.236 2.038 -1.900
C -3.173 2.472 -2.835
C -2.981 2.207 -4.175
C -1.797 1.602 -4.575
C -0.901 1.204 -3.608
N -1.153 1.344 -2.280
C 0.442 0.677 -3.892
C 1.147 0.806 -5.077
C 2.474 0.404 -5.104
C 3.057 -0.160 -3.976
C 2.278 -0.325 -2.845
N 1.011 0.118 -2.815
C 2.619 -1.142 -1.665
C 3.876 -1.645 -1.403
C 4.020 -2.582 -0.387
C 2.888 -3.052 0.252
C 1.639 -2.518 -0.064
C 0.379 -3.145 0.446
N 1.533 -1.496 -0.925
H -2.825 3.386 -0.359
H -1.428 2.358 0.033
H -3.071 1.691 0.049
H -4.048 3.011 -2.501
H -3.721 2.503 -4.906
H -1.592 1.428 -5.622
H 0.674 1.226 -5.953
H 3.059 0.520 -6.006
H 4.082 -0.499 -3.995
H 4.725 -1.332 -1.995
H 4.995 -2.979 -0.140
H 2.955 -3.859 0.968
H 0.099 -3.931 -0.261
H -0.441 -2.433 0.476
H 0.512 -3.609 1.421
Cl -5.974 -1.753 1.535
C -4.598 -1.699 0.511
C -4.578 -2.411 -0.687
Cl -5.923 -3.379 -1.122
C -3.474 -2.328 -1.543
Cl -3.439 -3.177 -3.031
C -2.378 -1.549 -1.190
O -1.294 -1.393 -1.931
C -2.369 -0.874 0.048
O -1.226 -0.218 0.304
C -3.485 -0.933 0.870
Cl -3.524 0.008 2.320
C -0.085 0.663 4.599
N 0.248 2.022 3.966
C 1.716 2.341 4.268
N 2.559 1.292 3.820
C 2.198 0.036 4.465
N 0.824 -0.328 4.149
C 0.637 -0.690 2.750
P 0.981 0.725 1.565
C -0.017 2.014 2.494
C 2.625 1.183 2.367
H -1.101 0.410 4.308
H -0.023 0.789 5.680
H -0.341 2.735 4.399
H 1.798 2.461 5.349
H 1.959 3.280 3.773
H 2.306 0.145 5.545
H 2.871 -0.752 4.132
H -0.382 -1.038 2.597
H 1.325 -1.501 2.512
H -1.074 1.808 2.325
H 0.223 3.002 2.096
H 2.981 2.131 1.957
H 3.363 0.422 2.103
*
```

---

C29H28ClF3IIrN2O8P | ωB97M-V with the def2-TZVPD basis set

As for the HOMO-LUMO gap (alpha / beta): 5.930 / 6.488 eV. The largest force on an atom is 0.0124 Eh/bohr. Its expectation value of S² is 0.753. The value obtained for the calculated total energy is -3336.6371 Ha. The energy relative to the best compared isomer or geometry (same formula, charge and spin) is 0.8481 eV.

```
! RIJCOSX wB97M-V def2-TZVPD def2/J DEFGRID3
* xyz 0 2
Ir -0.264 -0.592 0.135
O 2.545 0.336 2.910
C 2.170 0.193 1.769
O 1.554 -0.777 1.224
C 2.442 1.371 0.814
C 1.996 2.640 1.144
C 2.101 3.674 0.243
C 2.687 3.443 -1.007
C 3.183 2.209 -1.284
N 3.086 1.200 -0.368
H 1.513 2.759 2.103
H 1.722 4.654 0.496
H 2.754 4.220 -1.754
H 3.688 1.971 -2.206
Cl -0.033 5.084 -4.045
C -0.180 3.989 -2.698
C -0.522 4.475 -1.469
C -0.627 3.620 -0.360
I -1.180 4.380 1.496
C -0.367 2.255 -0.452
O -0.360 1.471 0.574
C -0.040 1.755 -1.769
N 0.176 0.415 -1.863
C 0.390 -0.123 -3.038
C 0.457 0.644 -4.216
C 0.301 1.998 -4.144
C 0.037 2.602 -2.892
H -0.710 5.533 -1.349
H 0.536 -1.198 -3.055
H 0.639 0.149 -5.160
H 0.363 2.616 -5.028
F 3.060 -0.896 -1.359
C 3.813 -0.052 -0.696
F 4.299 -0.603 0.393
F 4.848 0.282 -1.476
C -0.635 -4.292 3.192
C 0.051 -3.342 2.242
O -0.271 -3.762 0.895
P -0.275 -2.720 -0.331
O -1.485 -3.328 -1.187
C -2.778 -3.484 -0.567
C -3.122 -4.953 -0.495
O 0.941 -3.181 -1.268
C 1.132 -4.571 -1.597
C 2.485 -5.014 -1.089
H -0.425 -3.998 4.222
H -0.285 -5.314 3.044
H -1.715 -4.266 3.042
H 1.135 -3.357 2.364
H -0.285 -2.315 2.390
H -3.488 -2.925 -1.175
H -2.773 -3.043 0.432
H -3.131 -5.395 -1.492
H -4.110 -5.084 -0.051
H -2.392 -5.481 0.119
H 1.063 -4.655 -2.682
H 0.334 -5.171 -1.160
H 3.275 -4.387 -1.504
H 2.677 -6.049 -1.377
H 2.522 -4.943 -0.002
O -2.189 -0.437 -0.451
C -2.911 -0.420 0.635
O -2.430 -0.560 1.755
C -4.382 -0.268 0.422
C -4.913 -0.140 -0.857
C -6.283 -0.014 -1.029
C -7.124 -0.014 0.076
C -6.595 -0.138 1.354
C -5.226 -0.265 1.527
H -4.241 -0.137 -1.705
H -6.696 0.086 -2.025
H -8.194 0.085 -0.059
H -7.251 -0.135 2.215
H -4.786 -0.362 2.511
*
```

---

C29H28CsFN3O3 | ωB97M-V with the def2-TZVPD basis set

As for the HOMO-LUMO gap: 6.570 eV. The largest force on an atom is 0.0085 Eh/bohr. The value obtained for the calculated total energy is -1632.0357 Ha. The energy relative to the best compared isomer or geometry (same formula, charge and spin) is 0.0000 eV.

```
! RIJCOSX wB97M-V def2-TZVPD def2/J DEFGRID3
* xyz -1 1
Cs 0.628 0.344 -0.219
C 2.460 -3.341 -1.251
C 3.433 -2.375 -1.933
C 4.867 -2.620 -1.539
C 5.599 -3.615 -2.181
C 6.919 -3.865 -1.848
C 7.526 -3.102 -0.861
C 6.829 -2.100 -0.199
C 7.494 -1.286 0.880
C 7.245 -1.847 2.280
C 5.484 -1.868 -0.530
N 4.804 -0.809 0.101
C 3.988 -1.093 1.049
C 3.228 -0.140 1.802
C 3.264 1.266 1.768
C 2.236 1.687 2.616
C 1.620 0.511 3.082
N 2.201 -0.593 2.590
H 1.439 -3.198 -1.612
H 2.461 -3.200 -0.169
H 2.743 -4.377 -1.446
H 3.171 -1.349 -1.673
H 3.335 -2.474 -3.017
H 5.117 -4.192 -2.964
H 7.476 -4.639 -2.362
H 8.564 -3.279 -0.599
H 7.122 -0.261 0.831
H 8.571 -1.257 0.687
H 6.181 -1.844 2.518
H 7.756 -1.250 3.038
H 7.603 -2.876 2.357
H 3.818 -2.136 1.348
H 3.975 1.876 1.232
H 1.983 2.702 2.888
H 0.791 0.439 3.777
C -6.041 3.951 1.333
C -6.076 3.689 -0.169
C -7.460 3.317 -0.687
C -7.910 1.982 -0.111
C -6.848 0.930 -0.307
C -7.171 -0.410 -0.306
C -6.180 -1.365 -0.486
F -6.549 -2.669 -0.479
C -4.870 -1.029 -0.673
C -4.516 0.323 -0.686
C -3.087 0.677 -0.890
O -2.249 -0.227 -0.925
C -2.816 2.093 -0.986
C -3.830 2.960 -0.750
N -5.128 2.632 -0.526
C -5.502 1.301 -0.503
C -1.454 2.753 -1.310
O -1.287 3.872 -0.794
O -0.700 2.123 -2.081
H -6.751 4.736 1.604
H -5.043 4.269 1.636
H -6.288 3.051 1.898
H -5.738 4.585 -0.691
H -7.417 3.252 -1.777
H -8.166 4.109 -0.431
H -8.838 1.654 -0.583
H -8.129 2.090 0.955
H -8.197 -0.730 -0.172
H -4.097 -1.773 -0.810
H -3.593 4.017 -0.734
*
```